Record 1
C4H4O3 | ωB97M-V with the def2-TZVPD basis set

Each line ends with the natural charge from an NBO analysis.
Atoms and positions in Å:
O  -1.30  1.55  1.06  -0.49
C  -0.85  1.18  0.01  0.44
C  -0.04  -0.10  -0.15  -0.02
C  -0.34  -1.27  0.68  -0.08
O  -0.80  -1.18  -0.65  -0.45
C  1.33  0.29  -0.66  0.41
O  1.60  1.46  -0.63  -0.49
H  -0.99  1.73  -0.95  0.13
H  0.41  -2.05  0.83  0.19
H  -1.08  -1.16  1.48  0.21
H  2.07  -0.45  -1.02  0.14

Calculated values
* E_HOMO: -0.3678 Eh
* SMILES: O=CC1(C=O)CO1
* E: -10352.7822 eV
* Kohn-Sham gap: 10.2 eV
* max |F|: 0.6 eV/A
* ΔE to the lowest compared entry with this formula, charge and spin: 234.5 kJ/mol

Record 2
C32H21Br2IrN7O3 | ωB97M-V with the def2-TZVPD basis set

Each line ends with the natural charge from an NBO analysis.
Atoms and positions in Å:
Ir  -0.09  -0.32  -0.43  1.16
O  -1.51  2.92  1.53  -0.52
C  -1.17  2.06  0.76  0.65
N  -0.11  1.18  0.88  -0.66
C  0.66  1.05  2.01  0.64
O  0.79  1.82  2.93  -0.51
C  1.43  -0.26  1.99  0.14
C  2.18  -0.64  3.08  -0.19
C  2.84  -1.85  3.06  -0.13
C  2.71  -2.66  1.94  -0.23
C  1.93  -2.23  0.89  0.06
N  1.31  -1.05  0.90  -0.42
C  -1.92  1.84  -0.54  0.14
C  -2.91  2.73  -0.92  -0.19
C  -3.51  2.57  -2.16  -0.13
C  -3.11  1.53  -2.97  -0.23
C  -2.13  0.66  -2.53  0.06
N  -1.55  0.81  -1.33  -0.42
H  2.23  0.04  3.92  0.27
H  3.44  -2.17  3.90  0.24
H  3.20  -3.63  1.88  0.24
H  1.77  -2.86  0.02  0.21
H  -3.17  3.52  -0.23  0.27
H  -4.28  3.26  -2.48  0.24
H  -3.54  1.38  -3.95  0.24
H  -1.80  -0.18  -3.12  0.21
Br  3.61  -6.44  -1.99  0.07
C  1.73  -6.64  -1.87  -0.09
C  1.03  -7.21  -2.91  -0.22
C  -0.35  -7.32  -2.83  -0.19
C  -1.03  -6.80  -1.73  0.03
C  -0.30  -6.30  -0.64  -0.17
C  1.08  -6.23  -0.71  -0.26
N  -2.45  -6.91  -1.75  -0.12
N  -3.20  -6.10  -1.18  -0.10
C  -2.79  -4.80  -0.81  0.00
C  -3.31  -4.29  0.35  -0.15
C  -2.89  -3.07  0.89  -0.27
C  -1.91  -2.32  0.26  0.34
O  -1.46  -1.19  0.75  -0.66
C  -1.41  -2.80  -0.99  0.06
N  -0.49  -2.01  -1.62  -0.45
C  -0.16  -2.29  -2.87  0.05
C  -0.71  -3.37  -3.57  -0.26
C  -1.57  -4.21  -2.93  -0.12
C  -1.91  -3.98  -1.58  0.00
H  1.55  -7.59  -3.78  0.24
H  -0.92  -7.78  -3.62  0.24
H  -0.81  -5.99  0.26  0.23
H  1.65  -5.86  0.13  0.22
H  -4.05  -4.89  0.87  0.24
H  -3.32  -2.70  1.82  0.24
H  0.56  -1.63  -3.35  0.21
H  -0.43  -3.52  -4.61  0.24
H  -2.04  -5.03  -3.47  0.24
Br  0.82  3.13  -1.65  0.15
C  1.83  1.62  -2.13  0.17
C  2.89  1.87  -3.00  -0.26
C  3.71  0.83  -3.37  -0.12
C  3.46  -0.43  -2.86  -0.24
C  2.39  -0.59  -2.01  0.05
N  1.55  0.41  -1.64  -0.48
H  3.06  2.87  -3.36  0.26
H  4.54  1.00  -4.05  0.24
H  4.07  -1.29  -3.10  0.25
H  2.16  -1.56  -1.59  0.21

Calculated values
* E_HOMO: -0.3724 Eh
* E: -193018.3429 eV
* Kohn-Sham gap: 6.9 eV
* max |F|: 1.1 eV/A
* net charge: +1
* ΔE to the lowest compared entry with this formula, charge and spin: 0.0 kJ/mol

Record 3
C4H12N2O | ωB97M-V with the def2-TZVPD basis set

Each line ends with the natural charge from an NBO analysis.
Atoms and positions in Å:
C  -1.40  -2.11  0.42  -0.20
C  -1.45  -0.55  -0.03  -0.48
C  -0.12  0.03  -0.15  -0.29
C  0.27  1.03  0.77  -0.02
N  1.60  1.46  1.23  -0.87
N  -0.68  -3.10  -0.40  -0.84
H  -0.80  -2.19  1.39  0.19
H  -2.54  -2.24  0.58  0.19
H  -2.21  -0.15  0.68  0.22
H  -1.95  -0.34  -0.98  0.20
H  0.72  -0.14  -1.00  0.23
H  -0.47  1.80  1.03  0.16
H  1.79  2.37  1.61  0.39
H  1.95  0.69  1.71  0.38
H  0.30  -3.11  -0.41  0.37
H  -1.11  -2.92  -1.39  0.35
H  1.28  2.74  -0.60  0.47
H  0.94  2.17  -1.99  0.47
O  1.48  2.82  -1.57  -0.94

Calculated values
* E_HOMO: -0.3005 Eh
* SMILES: N/C=C/CCN.O
* E: -9367.1890 eV
* Kohn-Sham gap: 9.1 eV
* max |F|: 6.0 eV/A
* ΔE to the lowest compared entry with this formula, charge and spin: 386.4 kJ/mol